Density functional theory data (ωB97M-V/def2-TZVPD) for 2 unconnected molecules or ions with the total composition C5H16N3.

The geometry in XYZ format:
```
24
Properties=species:S:1:pos:R:3:forces:R:3:lowdin_charge:R:1
C 2.2632 1.0953 -0.2635 -0.3 0.6 1.4 -0.069
C 0.2831 0.4861 -1.6427 5.2 -0.9 1.1 -0.439
N 1.4857 0.1716 -1.0495 -1.1 0.6 -0.9 0.010
N -0.0669 1.7656 -1.5739 -1.8 -1.6 -0.6 0.235
N -0.2182 -0.5248 -2.3305 -1.5 1.3 -0.4 0.205
H 1.7317 -0.8004 -0.9910 0.1 0.0 -0.1 0.147
H 0.6528 2.4636 -1.4966 -0.4 0.3 0.2 0.130
H -1.0251 1.8931 -1.8632 0.2 1.2 -0.1 0.143
H 0.2789 -1.3994 -2.3315 -0.5 -0.1 -0.1 0.144
H -1.1407 -0.4048 -2.7267 0.2 -0.6 -0.3 0.144
H 2.6592 1.9763 -0.7986 -0.1 -0.6 -0.1 0.101
H 3.0756 0.5539 0.2276 0.0 0.1 -0.4 0.107
H 1.6437 1.4634 0.5803 0.2 0.0 -0.4 0.098
C -0.6631 -0.3452 1.2880 -0.1 0.7 -1.7 -0.333
C -1.4430 -1.3102 0.3742 0.0 -1.4 1.1 -0.117
C -0.9197 -0.5481 2.7508 -1.2 0.1 0.5 -0.108
H -0.9217 0.6676 0.9081 0.1 -0.3 0.7 0.098
H 0.4040 -0.4850 1.0332 -0.4 0.2 0.5 0.076
H -2.3978 -1.6249 0.7996 -0.2 0.5 0.1 0.077
H -1.6324 -0.9063 -0.6054 -0.1 -0.1 -0.1 0.024
H -1.9730 -0.8137 2.9442 0.3 -0.1 -0.3 0.082
H -0.8000 0.3259 3.4043 0.7 -0.2 -0.3 0.083
H -0.9465 -2.3029 0.3186 0.1 0.6 -0.4 0.089
H -0.3297 -1.3968 3.0443 0.3 -0.2 0.7 0.074
```
Positions in Å, forces in eV/Å.

Calculated values
ΔE to the lowest compared entry with this formula, charge and spin = 115.2 kJ/mol
Gap between HOMO and LUMO = 11.2 eV
Net charge = +1
HOMO energy = -14.3749 eV
E_tot = -9908.522 eV
E_LUMO = -3.162 eV